1.
{"formula": "C10H16BrHfO2", "method": "ωB97M-V/def2-TZVPD", "symbols": ["Hf", "Br", "C", "O", "C", "C", "O", "C", "H", "H", "H", "H", "H", "H", "H", "H", "H", "H", "C", "C", "C", "C", "C", "C", "H", "H", "H", "H", "H", "H"], "positions_angstrom": [[-2.2709, 2.6350, -1.7166], [-2.9452, 1.8835, 0.8079], [-0.4226, 0.2160, -1.3724], [-1.2740, 0.7499, -2.4470], [-1.3849, -0.1101, -3.6419], [-0.1403, -0.0789, -4.4893], [0.9763, -0.3275, -3.6962], [2.2205, -0.3630, -4.4224], [0.5591, 0.6665, -1.4966], [-0.2784, -0.8615, -1.4009], [-0.8150, 0.4488, -0.3834], [-2.2468, 0.1698, -4.2454], [-1.5590, -1.1285, -3.2911], [-0.0932, 0.9224, -4.9606], [-0.1656, -0.7776, -5.3340], [2.9254, -0.8391, -3.7518], [2.5250, 0.6603, -4.6638], [2.1493, -0.8966, -5.3724], [-0.0850, -1.4475, 5.2974], [-1.0753, -0.9015, 4.4707], [-0.8341, 0.3230, 3.8990], [0.4859, 0.9508, 3.9875], [1.4816, 0.4164, 4.8059], [1.2103, -0.7641, 5.4450], [-0.2489, -2.4032, 5.7841], [-2.0322, -1.3979, 4.3837], [-1.6358, 0.7422, 3.2908], [0.6835, 1.7883, 3.3286], [2.4334, 0.9027, 4.9727], [1.8566, -1.1788, 6.2125]], "atomic_forces_ev_per_a": [[0.22, -3.20, 2.26], [0.61, 1.16, -3.16], [1.36, 0.10, 0.55], [-1.31, 1.97, 1.13], [0.02, -1.58, -1.01], [0.59, 1.22, -0.42], [-0.03, -0.22, 0.14], [-0.14, 0.47, -0.04], [-0.02, -0.06, -0.04], [-0.44, -0.04, -0.59], [-0.47, 0.25, -0.24], [-0.11, 0.39, 0.27], [-0.08, 0.16, 0.41], [0.23, -0.05, 0.05], [-0.62, -0.18, 0.16], [0.17, 0.00, -0.14], [0.10, -0.06, 0.15], [-0.18, -0.28, 0.20], [-0.05, 0.20, -0.96], [0.25, -0.02, 0.77], [-0.28, -0.62, -0.38], [0.11, -0.25, -0.18], [-0.19, 0.02, 0.01], [-0.58, -0.15, 1.02], [0.06, 0.11, 0.18], [0.00, 0.03, -0.09], [0.41, 0.31, 0.22], [0.03, 0.19, 0.30], [-0.02, 0.10, -0.23], [0.35, 0.00, -0.35]], "nbo_charge": [1.970, -0.378, -0.300, -0.689, -0.093, -0.103, -0.566, -0.257, 0.243, 0.266, 0.204, 0.233, 0.235, 0.172, 0.240, 0.219, 0.188, 0.202, 0.099, -0.268, -0.033, 0.063, -0.254, -0.001, 0.272, 0.279, 0.241, 0.249, 0.289, 0.276], "homo_lumo_gap_ev": 1.9443, "charge": 3, "lumo_ev": -15.5, "e_homo_ev": -17.49}



2.
{"formula": "C5H6N2O", "method": "ωB97M-V/def2-TZVPD", "symbols": ["C", "C", "C", "C", "C", "H", "H", "H", "H", "H", "H", "N", "N", "O"], "positions_angstrom": [[2.7537, -0.1432, -0.0374], [1.5058, 0.7824, 0.0592], [0.2765, 0.0042, -0.0294], [-1.2139, -1.5070, 0.0045], [-1.1201, 0.6653, 0.0095], [2.7747, -0.8036, -0.8899], [2.7714, -0.8958, 0.8247], [3.7108, 0.4290, -0.0371], [1.4432, 1.4894, -0.7692], [1.5283, 1.3217, 1.0065], [-1.5457, -2.5836, -0.0846], [0.2138, -1.2578, -0.0015], [-1.9621, -0.4830, 0.0340], [-1.4571, 1.8023, -0.0395]], "atomic_forces_ev_per_a": [[0.54, -0.25, 1.50], [1.43, -0.91, -0.65], [0.59, 0.77, 0.85], [-0.05, -0.66, -0.42], [0.14, -1.62, -0.36], [-0.31, 0.13, -0.59], [-0.03, 1.30, -0.89], [-0.78, -0.31, 0.13], [0.34, 0.38, 0.13], [-0.13, 0.25, -0.08], [0.20, 1.51, 0.29], [-0.37, -0.28, -0.14], [-1.79, -0.44, 0.11], [0.26, 0.15, 0.13]], "nbo_charge": [-0.611, -0.472, 0.242, 0.306, 0.610, 0.221, 0.220, 0.215, 0.238, 0.245, 0.206, -0.462, -0.516, -0.441], "homo_lumo_gap_ev": 9.0502, "smiles": "CCC1=NC=NC1=O", "lumo_ev": -1.3, "e_homo_ev": -10.40}



3.
{"formula": "C36H35MnN6P", "method": "ωB97M-V/def2-TZVPD", "symbols": ["Mn", "C", "C", "C", "C", "C", "C", "C", "N", "N", "C", "C", "C", "C", "C", "C", "N", "C", "C", "C", "C", "C", "C", "N", "H", "H", "H", "H", "H", "H", "H", "H", "H", "H", "H", "H", "H", "H", "H", "H", "H", "H", "H", "H", "N", "P", "C", "C", "C", "C", "C", "C", "C", "C", "C", "C", "C", "C", "C", "C", "C", "C", "C", "N", "H", "H", "H", "H", "H", "H", "H", "H", "H", "H", "H", "H", "H", "H", "H"], "positions_angstrom": [[-0.8730, -0.4234, -0.2959], [-2.8900, -1.5337, -2.2101], [-3.0911, -2.7325, -1.2970], [-3.0225, -2.5170, 0.1943], [-3.8203, -3.2925, 1.0272], [-3.7213, -3.1759, 2.3999], [-2.8182, -2.2639, 2.9388], [-2.0734, -1.5074, 2.0714], [-2.1682, -1.6212, 0.7263], [-1.4837, -1.0518, -2.3032], [-0.5558, -2.0952, -2.7959], [0.0781, -2.9029, -1.6956], [0.5249, -4.1969, -1.9030], [1.1674, -4.8542, -0.8676], [1.3436, -4.1983, 0.3460], [0.8678, -2.9120, 0.4726], [0.2465, -2.2724, -0.5322], [-1.4142, 0.1478, -3.1900], [-0.5785, 1.2488, -2.5665], [-0.5548, 2.4785, -3.0925], [-0.0462, 3.7221, -2.5231], [0.2558, 3.9554, -1.2489], [0.2112, 2.9019, -0.1826], [0.0880, 0.7531, -1.4348], [-3.5046, -0.6938, -1.8785], [-3.2344, -1.8073, -3.2117], [-2.3984, -3.5387, -1.5566], [-4.0799, -3.1342, -1.5203], [-4.5153, -3.9937, 0.5842], [-4.3403, -3.7854, 3.0461], [-2.7053, -2.1381, 4.0063], [-1.3812, -0.7604, 2.4416], [0.2475, -1.5914, -3.3349], [-1.0614, -2.7465, -3.5139], [0.3740, -4.6767, -2.8618], [1.5257, -5.8666, -1.0033], [1.8404, -4.6771, 1.1780], [0.9869, -2.3629, 1.3991], [-2.4233, 0.5178, -3.3597], [-1.0136, -0.1310, -4.1655], [-1.0311, 2.5761, -4.0622], [0.0234, 4.5570, -3.2104], [0.5835, 4.9407, -0.9429], [0.8172, 3.2465, 0.6530], [0.9062, 1.6500, -0.6830], [1.5658, 0.4916, 0.6429], [1.8052, 1.5360, 2.0675], [1.0939, 1.1892, 3.2191], [1.2945, 1.8834, 4.4050], [2.1998, 2.9326, 4.4390], [2.9205, 3.2864, 3.2982], [2.7392, 2.5826, 2.1237], [3.1810, 0.1808, -0.0722], [3.2933, -0.1078, -1.4378], [4.5326, -0.4025, -1.9812], [5.6535, -0.4493, -1.1598], [5.5379, -0.2036, 0.2012], [4.3044, 0.1131, 0.7535], [-1.1778, 2.6127, 0.3758], [-1.8418, 3.7256, 0.8696], [-3.1259, 3.6153, 1.3636], [-3.7396, 2.3723, 1.3409], [-3.0245, 1.2997, 0.8672], [-1.7522, 1.3869, 0.4049], [1.6857, 1.9481, -1.2823], [0.3946, 0.3615, 3.1965], [0.7538, 1.6037, 5.2990], [2.3600, 3.4751, 5.3619], [3.6343, 4.0984, 3.3382], [3.3366, 2.8347, 1.2531], [2.4200, -0.1139, -2.0836], [4.6254, -0.6023, -3.0404], [6.6210, -0.6823, -1.5844], [6.4119, -0.2487, 0.8370], [4.2301, 0.3138, 1.8149], [-1.3451, 4.6867, 0.8506], [-3.6432, 4.4856, 1.7464], [-4.7539, 2.2315, 1.6868], [-3.4790, 0.3225, 0.8444]], "atomic_forces_ev_per_a": [[0.00, -0.13, -0.24], [0.08, -0.06, -0.09], [-0.05, -0.03, 0.04], [0.12, 0.06, 0.02], [-0.04, -0.06, -0.03], [-0.01, -0.01, 0.06], [-0.04, -0.05, 0.02], [-0.03, -0.03, -0.11], [-0.04, -0.01, 0.15], [-0.16, 0.19, 0.05], [0.01, -0.02, -0.02], [-0.01, 0.07, -0.06], [0.04, -0.02, -0.02], [0.02, -0.03, 0.01], [0.02, -0.01, -0.01], [0.01, 0.00, -0.09], [-0.02, 0.06, 0.20], [-0.01, -0.03, -0.03], [0.09, -0.38, 0.52], [0.03, 0.36, 0.00], [-0.11, -0.10, -0.31], [-0.03, 0.04, 0.19], [0.00, -0.18, -0.02], [0.25, 0.12, -0.39], [0.00, 0.01, 0.02], [0.00, 0.00, -0.02], [0.00, 0.00, -0.01], [-0.01, 0.00, 0.01], [0.01, 0.00, 0.01], [0.01, 0.01, -0.01], [-0.01, -0.01, -0.01], [0.03, 0.02, -0.01], [0.04, -0.01, 0.00], [-0.01, 0.01, -0.01], [0.00, 0.00, 0.02], [0.00, 0.02, 0.01], [0.00, 0.00, -0.01], [-0.03, 0.01, 0.01], [-0.01, 0.05, 0.03], [-0.04, -0.02, -0.03], [-0.04, 0.03, 0.03], [0.03, -0.04, -0.03], [0.06, -0.04, -0.01], [0.00, 0.00, 0.09], [-0.12, 0.13, -0.14], [-0.20, 0.03, 0.40], [0.28, -0.05, 0.11], [-0.07, 0.09, 0.03], [-0.03, -0.02, -0.06], [0.03, 0.04, -0.01], [-0.04, -0.01, 0.03], [0.05, 0.03, -0.08], [-0.06, -0.11, -0.07], [0.04, -0.06, -0.09], [-0.02, 0.01, 0.06], [0.03, 0.00, -0.02], [-0.02, 0.00, 0.02], [0.09, 0.01, -0.04], [-0.10, -0.08, -0.10], [0.02, 0.07, -0.03], [-0.05, 0.05, 0.03], [-0.02, 0.01, 0.01], [0.11, 0.06, -0.04], [0.00, -0.03, 0.04], [-0.01, 0.06, 0.00], [0.00, -0.01, -0.01], [0.00, 0.00, -0.01], [-0.01, -0.01, -0.01], [0.00, -0.01, 0.00], [-0.03, -0.01, 0.01], [0.01, 0.03, 0.05], [0.01, 0.00, 0.01], [-0.01, 0.00, 0.01], [-0.01, 0.00, -0.01], [-0.01, -0.01, -0.02], [-0.02, -0.01, 0.00], [0.01, -0.01, -0.01], [0.01, 0.00, 0.00], [0.00, -0.01, 0.01]], "lowdin_spin": [3.851, 0.006, 0.001, 0.004, -0.002, 0.007, 0.000, 0.012, -0.009, 0.041, 0.004, 0.005, 0.000, 0.003, 0.001, 0.005, 0.020, 0.005, 0.005, -0.011, 0.000, -0.008, 0.003, -0.029, 0.001, 0.001, 0.000, 0.000, 0.000, 0.000, 0.000, 0.002, 0.000, 0.001, 0.000, 0.000, 0.000, 0.001, 0.000, 0.001, -0.001, 0.000, 0.000, 0.001, 0.002, 0.043, 0.009, 0.000, 0.000, -0.001, 0.001, 0.002, 0.008, 0.004, 0.000, 0.004, 0.000, 0.004, 0.005, -0.001, 0.007, -0.002, 0.006, -0.013, -0.002, 0.000, 0.000, 0.000, 0.000, 0.000, 0.000, 0.000, 0.000, 0.000, 0.000, 0.000, 0.000, 0.000, 0.001], "homo_lumo_gap_ev": [6.5489, 7.5979], "charge": 3, "multiplicity": 5, "lumo_ev": [-9.8, -8.8], "e_homo_ev": [-16.32, -16.43]}